Entry 1:
C24H25GaN7O2 | ωB97M-V/def2-TZVPD

Structure (XYZ):
```
59
Properties=species:S:1:pos:R:3:nbo_charge:R:1
Ga 0.256 -0.179 0.206 1.777
C 1.480 -4.380 1.285 0.031
C 0.916 -3.125 1.502 0.046
N 0.346 -2.456 0.514 -0.441
C 0.337 -3.024 -0.693 0.120
C 0.904 -4.274 -0.894 0.042
N 1.476 -4.952 0.093 -0.324
C -0.334 -2.247 -1.761 0.317
C -0.628 -2.782 -3.003 -0.230
C -1.357 -2.036 -3.920 0.061
C -1.828 -0.791 -3.516 -0.172
C -1.506 -0.310 -2.258 0.196
N -0.718 -1.006 -1.424 -0.574
C -2.061 0.962 -1.730 0.106
C -2.789 1.869 -2.494 0.032
N -3.316 2.963 -1.963 -0.334
C -3.129 3.154 -0.665 0.023
C -2.395 2.260 0.108 0.015
N -1.860 1.174 -0.430 -0.403
C -1.659 -2.569 -5.265 -0.054
C -0.690 -3.258 -5.986 -0.239
C -1.015 -3.729 -7.250 0.056
N -2.209 -3.569 -7.808 -0.377
C -3.132 -2.917 -7.111 0.055
C -2.910 -2.393 -5.846 -0.241
H 1.946 -4.920 2.098 0.223
H 0.936 -2.663 2.479 0.223
H 0.915 -4.743 -1.869 0.209
H -0.327 -3.788 -3.250 0.243
H -2.446 -0.211 -4.184 0.233
H -2.954 1.724 -3.554 0.212
H -3.561 4.043 -0.224 0.224
H -2.237 2.422 1.167 0.224
H 0.307 -3.406 -5.593 0.226
H -0.276 -4.256 -7.840 0.210
H -4.101 -2.808 -7.582 0.209
H -3.712 -1.890 -5.324 0.222
N 0.939 1.669 -0.852 -0.861
C 2.407 1.630 -0.721 -0.350
C 2.897 0.181 -0.723 0.782
O 4.048 -0.077 -0.950 -0.573
O 1.965 -0.704 -0.457 -0.889
H 0.682 1.652 -1.834 0.393
H 0.565 2.533 -0.472 0.401
H 2.687 2.078 0.234 0.235
H 2.921 2.182 -1.506 0.234
C 0.539 0.929 4.427 -0.601
C 0.818 0.064 3.199 -0.218
C 2.309 0.049 2.888 -0.615
C -0.020 0.550 2.012 -0.983
H 1.086 0.573 5.300 0.220
H -0.523 0.938 4.675 0.209
H 0.847 1.961 4.240 0.202
H 0.500 -0.955 3.449 0.184
H 2.650 1.056 2.630 0.201
H 2.566 -0.609 2.054 0.215
H 2.889 -0.268 3.756 0.226
H 0.162 1.628 1.889 0.211
H -1.081 0.460 2.263 0.233
```

Calculated values
- Total charge: +1
- Gap between HOMO and LUMO: 8.00 eV
- Highest occupied orbital energy: -0.454 hartree
- Energy above the lowest of the compared OMol25 structures with the same formula, charge and spin: 0.000 eV
- F_max: 0.25 eV/Å

---

Entry 2:
C19H31IrNO6PS2 | ωB97M-V/def2-TZVPD

Structure (XYZ):
```
61
Properties=species:S:1:pos:R:3:nbo_charge:R:1
Ir -0.844 -0.512 -0.484 1.189
C -5.919 -0.479 -1.316 -0.635
C -4.632 0.159 -0.876 0.034
C -3.724 0.648 -1.807 -0.202
C -2.548 1.269 -1.404 -0.241
C -2.290 1.450 -0.032 -0.287
C -3.186 0.916 0.904 -0.179
C -4.334 0.275 0.482 -0.224
H -5.778 -1.550 -1.485 0.246
H -6.276 -0.032 -2.245 0.206
H -6.686 -0.358 -0.551 0.212
H -3.931 0.533 -2.864 0.211
H -1.904 1.730 -2.141 0.224
H -1.493 2.104 0.294 0.235
H -2.968 1.009 1.960 0.234
H -5.007 -0.157 1.212 0.229
O -3.844 -2.916 1.316 -0.642
C -2.870 -2.524 0.695 0.692
O -1.831 -1.814 0.963 -0.747
C -2.828 -2.942 -0.941 0.683
O -3.231 -4.059 -1.229 -0.650
O -2.401 -1.925 -1.593 -0.790
C 5.107 0.432 1.393 -0.628
C 3.860 -0.199 0.796 0.121
C 3.171 0.720 -0.197 -0.657
O 3.008 -0.678 1.859 -0.838
P 1.856 0.061 2.684 1.694
S 1.506 -1.005 4.264 -0.605
S 0.249 0.536 1.528 -0.605
O 2.632 1.441 3.016 -0.853
C 2.122 2.691 3.512 0.126
C 1.808 3.641 2.366 -0.639
C 0.960 2.544 4.480 -0.650
H 5.830 0.640 0.600 0.198
H 5.559 -0.249 2.115 0.217
H 4.858 1.361 1.905 0.220
H 4.153 -1.115 0.279 0.178
H 2.926 1.676 0.269 0.214
H 2.250 0.278 -0.569 0.250
H 3.845 0.900 -1.039 0.203
H 2.973 3.098 4.062 0.174
H 1.088 3.179 1.691 0.235
H 2.714 3.880 1.804 0.204
H 1.386 4.566 2.763 0.204
H 0.082 2.147 3.967 0.228
H 0.717 3.521 4.902 0.203
H 1.221 1.858 5.284 0.238
C -0.287 -1.750 -3.859 -0.625
C 0.790 -1.624 -2.763 0.028
C 2.120 -1.186 -3.385 -0.598
C 0.960 -2.995 -2.082 -0.602
N 0.372 -0.657 -1.794 -0.388
H 0.013 -2.506 -4.587 0.202
H -0.416 -0.794 -4.373 0.196
H -1.237 -2.033 -3.404 0.271
H 2.488 -1.965 -4.056 0.208
H 2.860 -1.011 -2.601 0.212
H 1.992 -0.260 -3.950 0.207
H 1.109 -3.774 -2.830 0.209
H 0.063 -3.221 -1.504 0.240
H 1.815 -2.974 -1.403 0.210
```

Calculated values
- Total charge: -1
- Gap between HOMO and LUMO (spin up / spin down): 6.19 / 6.31 eV
- 2S+1: 2
- Highest occupied orbital energy (spin up / spin down): -0.170 / -0.170 hartree
- <S²>: 0.80
- Energy above the lowest of the compared OMol25 structures with the same formula, charge and spin: 2.838 eV
- F_max: 4.39 eV/Å

---

Entry 3:
C16H33NO7PS3 | ωB97M-V/def2-TZVPD

Structure (XYZ):
```
61
Properties=species:S:1:pos:R:3:nbo_charge:R:1
C -0.110 0.325 1.821 -0.483
C -1.187 1.019 2.449 -0.154
C -1.801 2.304 1.689 -0.761
P -3.713 2.094 1.716 0.796
O -3.508 0.884 0.393 -0.785
C -4.205 -0.287 0.791 0.567
N -5.153 -0.997 1.070 -0.521
H 0.742 -0.163 2.404 0.179
H -0.151 0.209 0.691 0.207
H -1.606 0.621 3.439 0.202
H -1.451 3.301 2.123 0.220
H -1.482 2.212 0.582 0.200
H -3.813 3.194 0.775 -0.184
H -5.159 1.891 1.575 -0.156
H -3.642 0.971 2.660 -0.189
H -3.883 2.973 2.849 -0.149
C 1.215 6.787 4.817 -0.406
C 1.384 7.204 3.354 -0.400
C 0.735 6.121 2.490 -0.686
S -0.556 5.389 3.491 2.175
O -0.203 4.017 3.763 -0.916
O -1.843 5.764 2.956 -0.923
C -0.239 6.354 4.958 -0.678
H 1.459 7.601 5.502 0.214
H 1.880 5.946 5.040 0.215
H 0.877 8.161 3.188 0.203
H 2.435 7.340 3.092 0.217
H 0.296 6.538 1.583 0.253
H 1.447 5.336 2.231 0.253
H -0.423 5.751 5.847 0.254
H -0.909 7.216 4.942 0.234
C 1.131 -0.854 -4.193 -0.407
C -0.023 -1.438 -3.375 -0.403
C 0.534 -1.817 -2.003 -0.684
S 1.912 -0.719 -1.700 2.171
O 3.128 -1.504 -1.661 -0.961
O 1.560 0.209 -0.650 -0.928
C 1.837 0.129 -3.268 -0.678
H 0.776 -0.365 -5.103 0.214
H 1.818 -1.655 -4.485 0.215
H -0.806 -0.681 -3.258 0.216
H -0.473 -2.301 -3.870 0.223
H -0.211 -1.688 -1.216 0.268
H 0.910 -2.842 -1.994 0.258
H 2.842 0.386 -3.601 0.242
H 1.243 1.035 -3.129 0.241
C 1.164 -7.704 -3.643 -0.406
C 1.741 -7.812 -2.230 -0.401
C 1.896 -6.389 -1.688 -0.684
S 0.650 -5.403 -2.510 2.170
O 1.313 -4.433 -3.352 -0.945
O -0.367 -5.028 -1.555 -0.922
C 0.015 -6.709 -3.546 -0.677
H 0.826 -8.672 -4.017 0.222
H 1.931 -7.326 -4.327 0.214
H 1.048 -8.374 -1.595 0.209
H 2.696 -8.342 -2.222 0.223
H 1.735 -6.349 -0.610 0.260
H 2.874 -5.971 -1.934 0.252
H -0.286 -6.305 -4.512 0.255
H -0.845 -7.150 -3.037 0.243
```

Calculated values
- Total charge: -1
- Gap between HOMO and LUMO: 4.91 eV
- Highest occupied orbital energy: -0.112 hartree
- F_max: 6.05 eV/Å

---

Entry 4:
C3H3Cl2I | ωB97M-V/def2-TZVPD

Structure (XYZ):
```
9
Properties=species:S:1:pos:R:3:nbo_charge:R:1
C -0.150 1.163 -0.298 -0.214
C -0.169 -1.222 -0.184 -0.182
C 0.446 0.053 0.373 -0.418
Cl -1.591 1.770 0.388 0.059
Cl -1.534 -1.802 0.665 0.030
I 2.630 -0.118 0.076 0.056
H 0.354 1.451 -1.227 0.225
H -0.221 -1.461 -1.203 0.200
H 0.234 0.167 1.411 0.244
```

Calculated values
- Total charge: 0
- Gap between HOMO and LUMO (spin up / spin down): 7.99 / 7.98 eV
- Highest occupied orbital energy (spin up / spin down): -0.312 / -0.309 hartree
- Energy above the lowest of the compared OMol25 structures with the same formula, charge and spin: 0.957 eV
- F_max: 2.20 eV/Å

---

Entry 5:
CH10NO6 | ωB97M-V/def2-TZVPD

Structure (XYZ):
```
18
Properties=species:S:1:pos:R:3:nbo_charge:R:1
N -0.123 2.159 0.717 -0.898
C -0.365 0.820 0.398 0.879
O -1.568 0.512 0.324 -0.796
O 0.694 0.133 0.252 -0.844
H -0.861 2.697 1.123 0.362
H 0.756 2.628 0.849 0.371
H 1.038 -1.336 -0.357 0.519
H 1.665 -2.837 -0.448 0.470
O 1.513 -2.007 -0.928 -1.037
H -0.895 0.139 2.805 0.474
H -1.866 1.190 2.363 0.485
O -1.338 0.929 3.129 -0.967
H 1.650 0.955 -1.871 0.472
H 1.797 -0.469 -2.033 0.494
O 1.792 0.323 -2.611 -0.978
H -0.615 -1.870 -1.666 0.491
H -1.764 -1.783 -0.598 0.489
O -1.511 -2.184 -1.448 -0.987
```

Calculated values
- Total charge: -1
- Gap between HOMO and LUMO: 9.36 eV
- Highest occupied orbital energy: -0.209 hartree
- Energy above the lowest of the compared OMol25 structures with the same formula, charge and spin: 0.741 eV
- F_max: 1.54 eV/Å

---

Entry 6:
C4H11N3O2 | ωB97M-V/def2-TZVPD

Structure (XYZ):
```
20
Properties=species:S:1:pos:R:3:nbo_charge:R:1
N -1.176 -0.685 -1.993 -0.817
C -0.081 0.083 -1.576 -0.171
C -0.180 0.481 0.261 -0.020
N -1.515 1.021 0.358 -0.848
C -0.045 -0.777 1.106 -0.246
N 1.244 -1.437 0.911 -0.849
C 0.912 1.512 0.406 0.747
O 0.680 2.688 0.269 -0.610
O 2.140 1.051 0.640 -0.698
H -2.050 -0.201 -1.829 0.380
H -1.209 -1.597 -1.554 0.354
H 0.865 -0.430 -1.707 0.180
H -0.078 1.065 -2.034 0.203
H -1.766 1.182 1.328 0.361
H -1.518 1.932 -0.097 0.387
H -0.110 -0.485 2.161 0.200
H -0.906 -1.429 0.896 0.190
H 1.421 -2.102 1.655 0.381
H 1.261 -1.940 0.030 0.370
H 2.111 0.069 0.769 0.505
```

Calculated values
- Total charge: 0
- Gap between HOMO and LUMO: 9.18 eV
- SMILES: NCC(N)(CN)C(=O)O
- Highest occupied orbital energy: -0.319 hartree
- Energy above the lowest of the compared OMol25 structures with the same formula, charge and spin: 1.101 eV
- F_max: 3.23 eV/Å

---

The highest total charge belongs to which entry? C24H25GaN7O2

---

What is the formula in the sixth record? C4H11N3O2